Computed, not measured: C26H31O10P2V as an isolated structure, with ωB97M-V with the def2-TZVPD basis set.

The HOMO energy (alpha / beta) is -4.50 / -6.28 eV. Its expectation value of S² is 3.755. The strongest force on any atom is 0.012 Eh/bohr. Its net charge is -1. The calculation puts the molecular weight at 616.4 g mol⁻¹. The calculation puts the total energy at -3389.0218 Eh. Its frontier orbital gap (alpha / beta) is 7.2 / 8.9 eV. The spin multiplicity is 4.

Cartesian coordinates (Å):
V -0.2431 1.2379 0.2541
C -3.0275 -1.9881 1.1020
C -2.9465 -0.6602 0.3880
C -2.5080 -0.5959 -0.9436
C -2.3023 -1.8603 -1.7439
C -2.2933 0.6462 -1.5483
C -1.7833 0.7092 -2.9687
C -2.5450 1.8344 -0.8323
C -2.4329 3.1778 -1.5215
C -2.9851 1.7594 0.4992
C -3.1724 3.0128 1.3175
C -3.2466 0.5104 1.0823
C -3.8037 0.4460 2.4791
H -4.0380 -2.4086 1.0816
H -2.7334 -1.8734 2.1441
H -2.3521 -2.7168 0.6588
H -1.2600 -2.1915 -1.7276
H -2.5797 -1.7107 -2.7867
H -2.9142 -2.6754 -1.3632
H -2.6090 0.6983 -3.6885
H -1.1346 -0.1367 -3.1873
H -1.1884 1.6029 -3.1316
H -1.4473 3.6255 -1.3764
H -3.1717 3.8725 -1.1257
H -2.6143 3.0814 -2.5898
H -4.2246 3.3140 1.3544
H -2.5831 3.8340 0.9221
H -2.8261 2.8489 2.3371
H -2.9884 0.4798 3.2053
H -4.3760 -0.4664 2.6394
H -4.4662 1.2875 2.6770
O 0.3842 1.6114 4.5169
P 0.6000 0.9644 3.0853
O 1.4308 -0.2655 3.1300
O -0.7088 0.8983 2.3211
O 1.4703 2.1088 2.2889
P 0.7558 3.5352 1.9376
O 2.0200 4.4369 1.5395
O -0.0371 3.2850 0.6664
O 0.1171 4.0585 3.1647
H 0.1443 2.5557 4.3726
H 2.2487 4.2903 0.6140
O 1.0786 -0.4008 0.4690
C 1.9728 -0.6946 -0.6169
C 1.8487 0.4871 -1.6574
O 2.7396 0.5839 -2.4867
O 0.8093 1.2094 -1.5162
C 1.4692 -1.9863 -1.2614
C 1.0643 -3.0260 -0.4240
C 0.5841 -4.2154 -0.9471
C 0.5000 -4.3869 -2.3240
C 0.9049 -3.3608 -3.1621
C 1.3895 -2.1678 -2.6367
C 3.4082 -0.8045 -0.1394
C 4.2855 -1.7259 -0.6978
C 5.6082 -1.7834 -0.2818
C 6.0681 -0.9228 0.7021
C 5.1975 0.0026 1.2609
C 3.8791 0.0676 0.8400
H 1.4286 -0.5773 1.3870
H 1.1150 -2.8930 0.6496
H 0.2708 -5.0086 -0.2794
H 0.1186 -5.3126 -2.7370
H 0.8423 -3.4819 -4.2368
H 1.7163 -1.3756 -3.2984
H 3.9362 -2.3995 -1.4692
H 6.2795 -2.5063 -0.7292
H 7.0985 -0.9726 1.0322
H 5.5410 0.6804 2.0321
H 3.2169 0.7979 1.2845